Formula: C20H44BClO7Si
Source: the Open Molecules 2025 dataset
Level of theory: wB97M-V/def2-TZVPD

Calculated values
total energy: -2089.7457 Ha
SMILES: CB(O)[Si@@H](C)Cl.CC(C)=O.CC(C)=O.CC(C)=O.CC(C)=O.CC(C)=O.CC(C)=O
strongest force on any atom: 0.01691 Eh/bohr
gap between HOMO and LUMO: 9.583 eV

Each line ends with the Mulliken charge.
Element x y z (Å)
C -0.025 -2.367 2.563  -1.0081
B -0.769 -1.866 1.279  0.5216
O -2.099 -2.177 1.146  -0.5165
Si 0.241 -0.726 -0.082  0.2007
C 1.144 0.650 0.783  -0.7465
Cl 1.680 -2.006 -0.899  -0.2777
H -0.268 -3.412 2.768  0.3001
H 1.059 -2.281 2.475  0.2975
H -0.333 -1.782 3.438  0.3210
H -2.380 -2.451 0.268  0.2958
H -0.595 -0.219 -1.194  -0.1500
H 0.442 1.189 1.423  0.2780
H 1.624 1.332 0.085  0.0953
H 1.918 0.201 1.410  0.3446
C 4.545 2.830 2.114  -1.1277
C 4.456 2.703 0.613  0.8647
O 3.396 2.765 0.034  -0.4813
C 5.752 2.490 -0.128  -1.2244
H 3.552 2.975 2.533  0.2464
H 4.993 1.930 2.539  0.3261
H 5.184 3.673 2.382  0.3950
H 6.238 1.579 0.225  0.3467
H 6.433 3.322 0.063  0.3544
H 5.559 2.411 -1.194  0.2968
C 0.418 4.114 -0.463  -0.8750
C -0.887 3.839 0.240  0.9011
O -1.668 3.008 -0.169  -0.5772
C -1.166 4.641 1.488  -1.0594
H 0.507 3.474 -1.338  0.2676
H 0.480 5.160 -0.768  0.4454
H 1.247 3.899 0.213  0.0322
H -1.176 5.706 1.246  0.3633
H -0.372 4.474 2.219  0.3216
H -2.123 4.358 1.917  0.2494
C -3.175 -1.073 4.964  -0.9982
C -2.688 -1.351 6.365  0.8586
O -1.984 -0.573 6.963  -0.5535
C -3.126 -2.660 6.979  -1.0862
H -2.799 -0.110 4.627  0.2495
H -2.831 -1.858 4.287  0.1930
H -4.266 -1.064 4.935  0.4118
H -2.784 -3.494 6.364  0.3020
H -4.216 -2.708 7.022  0.3233
H -2.717 -2.752 7.982  0.3033
C 3.194 -2.931 -3.910  -0.8964
C 4.134 -3.654 -4.838  0.7147
O 4.961 -3.078 -5.507  -0.5841
C 3.981 -5.157 -4.890  -0.8202
H 3.391 -1.861 -3.942  0.3235
H 2.163 -3.124 -4.209  0.3580
H 3.326 -3.292 -2.890  0.2365
H 2.962 -5.405 -5.190  0.0577
H 4.142 -5.582 -3.897  0.3336
H 4.698 -5.580 -5.590  0.2788
C -5.710 5.494 1.738  -1.0252
C -5.142 5.147 3.093  0.8233
O -3.993 4.797 3.227  -0.5197
C -6.081 5.257 4.270  -1.1509
H -4.945 5.372 0.975  0.2323
H -6.558 4.845 1.511  0.3230
H -6.073 6.524 1.737  0.3234
H -6.940 4.600 4.124  0.3209
H -6.458 6.278 4.354  0.3256
H -5.561 4.983 5.184  0.3058
C -0.149 -3.841 -7.891  -1.1707
C 0.488 -4.780 -6.897  0.9077
O 0.639 -4.469 -5.738  -0.5341
C 0.927 -6.124 -7.424  -1.1970
H -0.421 -2.911 -7.399  0.3068
H 0.547 -3.635 -8.707  0.3310
H -1.038 -4.302 -8.325  0.3469
H 1.658 -5.991 -8.224  0.3276
H 0.073 -6.658 -7.844  0.3925
H 1.365 -6.715 -6.623  0.3031



Formula: C20H44ClLiO10
Source: the Open Molecules 2025 dataset
Level of theory: wB97M-V/def2-TZVPD

Calculated values
total energy: -2008.2631 Ha
relative energy (zero: lowest compared OMol25 entry of this formula, charge and spin): 0.5599 eV
strongest force on any atom: 0.04797 Eh/bohr
gap between HOMO and LUMO: 8.399 eV

Each line ends with the Mulliken charge.
Element x y z (Å)
Li 0.867 1.990 1.514  0.8681
Cl -0.193 -0.350 0.596  1.9364
O -0.140 0.996 0.003  -0.8414
O 0.402 -0.197 1.914  -0.8281
O -1.530 -0.835 0.701  -0.5664
O 0.637 -1.208 -0.191  -0.6213
C 2.280 1.193 -2.731  0.4617
C 3.382 2.190 -3.100  -0.4483
C 4.414 1.304 -3.791  -0.6295
O 4.361 0.076 -3.088  -0.5036
C 3.002 -0.159 -2.720  -0.4356
H 1.542 1.196 -3.534  0.0198
H 1.811 1.425 -1.778  -0.0386
H 3.834 2.547 -2.171  -0.0400
H 3.055 3.047 -3.685  0.4334
H 5.409 1.750 -3.807  0.3884
H 4.180 1.157 -4.856  0.3291
H 2.927 -0.664 -1.757  0.0851
H 2.543 -0.807 -3.473  0.4202
C -4.630 1.636 3.540  -0.5382
C -4.389 1.010 2.189  0.0607
C -5.076 1.943 1.180  -0.2528
O -5.328 3.140 1.918  -0.4576
C -4.674 3.119 3.202  -0.4107
H -3.819 1.377 4.227  0.3159
H -5.543 1.292 4.025  0.2590
H -4.785 -0.003 2.087  0.3475
H -3.330 0.892 1.950  -0.2189
H -5.999 1.501 0.803  0.2932
H -4.426 2.164 0.328  0.1069
H -5.360 3.674 3.842  0.2915
H -3.709 3.629 3.135  0.2102
C -3.589 1.600 -4.269  -0.6486
C -2.900 1.598 -2.894  -0.3162
C -1.748 0.666 -3.171  0.3262
O -2.362 -0.408 -3.853  -0.4382
C -3.310 0.169 -4.763  -0.4846
H -3.099 2.344 -4.899  0.2830
H -4.653 1.813 -4.187  0.3403
H -3.537 1.012 -2.221  0.1056
H -2.787 2.598 -2.482  0.4231
H -1.247 0.316 -2.270  -0.1026
H -0.956 1.148 -3.767  -0.1260
H -4.194 -0.470 -4.796  0.3088
H -2.906 0.140 -5.781  0.2680
C 4.979 1.718 0.482  0.1003
C 4.887 0.461 1.358  -0.8590
C 3.409 0.428 1.830  0.0428
O 2.873 1.723 1.540  -0.2639
C 3.881 2.626 1.008  -0.6481
H 4.780 1.484 -0.565  -0.3870
H 5.950 2.203 0.562  0.4839
H 5.617 0.558 2.161  0.3326
H 5.160 -0.390 0.738  0.3480
H 3.457 0.288 2.908  0.2504
H 2.986 -0.411 1.286  0.0722
H 4.258 3.192 1.864  0.2737
H 3.372 3.226 0.258  0.3271
C -3.195 -4.644 0.826  -0.9503
C -1.784 -4.653 1.386  -0.2821
O -0.859 -3.901 0.604  -0.3664
H -3.163 -5.036 -0.185  0.2444
H -3.644 -3.649 0.851  0.2399
H -3.786 -5.215 1.549  0.3640
H -1.379 -5.668 1.419  0.3471
H -1.692 -4.325 2.430  0.2436
H -1.159 -2.988 0.688  0.1734
C 2.133 -2.940 3.899  -0.9614
C 2.681 -3.726 2.716  -0.2533
O 1.774 -3.756 1.627  -0.4579
H 1.180 -3.312 4.273  0.2732
H 2.023 -1.878 3.674  0.1484
H 2.855 -3.078 4.712  0.3940
H 2.875 -4.750 3.037  0.3594
H 3.645 -3.291 2.418  0.2106
H 1.460 -2.850 1.528  0.2652



Formula: C20H44IN4O3
Source: the Open Molecules 2025 dataset
Level of theory: wB97M-V/def2-TZVPD

Calculated values
total energy: -1530.6357 Ha
net charge: +1
strongest force on any atom: 0.01205 Eh/bohr
gap between HOMO and LUMO: 8.377 eV

Each line ends with the Mulliken charge.
Element x y z (Å)
C 5.820 0.184 -1.235  -0.9945
C 5.694 -1.327 -0.956  -0.4592
C 4.539 -2.021 -1.705  0.0432
C 3.682 -2.940 -0.826  -1.2445
C 2.232 -3.078 -1.301  0.6411
C 2.027 -3.376 -2.798  -0.8550
C 0.858 -2.604 -3.422  -0.6249
C 1.206 -1.190 -3.893  -0.7619
C 1.103 -0.042 -2.887  -0.6537
N -0.130 -0.052 -2.057  0.7024
C -0.068 0.545 -0.851  -1.4097
N 0.707 -0.057 0.106  0.0955
C 0.103 -1.136 0.951  -0.8227
C -0.790 -2.120 0.221  0.3474
O -2.169 -1.764 0.467  -0.4159
C -2.901 -1.262 -0.536  0.0779
O -2.702 -1.431 -1.706  -0.4944
N -0.710 1.660 -0.575  0.0508
C -1.520 2.477 -1.495  -0.7466
I -3.080 3.260 -0.258  0.1485
C -0.723 3.566 -2.190  -0.2613
C 0.027 4.520 -1.265  -1.1872
H 5.806 0.768 -0.314  0.2617
H 6.749 0.424 -1.751  0.3008
H 5.005 0.542 -1.868  0.2808
H 5.601 -1.506 0.117  0.3497
H 6.625 -1.800 -1.270  0.3162
H 3.890 -1.272 -2.174  -0.2835
H 4.957 -2.611 -2.523  0.3117
H 4.147 -3.923 -0.714  0.3185
H 3.656 -2.513 0.182  0.4352
H 1.726 -3.848 -0.711  0.5801
H 1.732 -2.132 -1.063  -0.6643
H 1.807 -4.440 -2.904  0.4204
H 2.938 -3.181 -3.366  0.2619
H 0.520 -3.150 -4.304  0.4575
H 0.014 -2.576 -2.729  0.0981
H 0.580 -0.937 -4.753  0.4819
H 2.237 -1.169 -4.259  0.3937
H 1.135 0.901 -3.441  0.2219
H 1.952 -0.029 -2.204  0.4196
H -0.976 0.172 -2.567  0.4530
H 1.143 0.625 0.718  0.3560
H -0.479 -0.690 1.762  0.3941
H 0.942 -1.663 1.402  0.4209
H -0.647 -3.121 0.622  0.4041
H -0.589 -2.160 -0.843  -0.3066
H -3.720 -0.648 -0.138  0.4610
H -0.708 1.961 0.393  0.4690
H -2.044 1.846 -2.206  0.5016
H -1.434 4.136 -2.791  0.4555
H -0.030 3.099 -2.898  0.1659
H 0.794 5.039 -1.838  0.3809
H -0.632 5.284 -0.856  0.3535
H 0.540 4.003 -0.453  0.3045
C -4.028 0.468 3.199  -0.6631
C -3.121 0.548 4.420  0.4015
C -3.830 0.958 5.714  -0.8845
O -4.151 2.331 5.794  -0.3896
C -5.347 2.723 5.149  -0.5930
N -1.987 1.427 4.095  -0.6167
H -4.258 1.464 2.817  0.1482
H -3.516 -0.079 2.405  -0.2406
H -4.968 -0.044 3.408  0.3789
H -2.714 -0.453 4.597  0.3924
H -3.148 0.772 6.547  0.3755
H -4.725 0.345 5.878  0.4317
H -6.112 1.943 5.223  0.3008
H -5.188 2.964 4.094  0.1812
H -5.709 3.617 5.653  0.2637
H -1.307 1.391 4.849  0.2798
H -2.330 2.384 4.109  0.2832



Formula: C20H44MoNOP3S
Source: the Open Molecules 2025 dataset
Level of theory: wB97M-V/def2-TZVPD

Calculated values
total energy: -2407.2994 Ha
expectation value of S²: 2.0756
net charge: +4
multiplicity: 3
strongest force on any atom: 0.06808 Eh/bohr
gap between HOMO and LUMO (spin up / spin down): 6.730 / 3.917 eV

Each line ends with the Mulliken spin population.
Element x y z (Å)
Mo -0.801 -0.287 -0.276  0.0082
P -2.995 -0.522 0.261  -0.0208
P -0.256 -1.866 -1.953  -0.0019
P -0.501 1.767 -1.186  -0.0063
H 1.364 -1.015 1.227  -0.0006
C 0.855 -0.043 1.119  0.0041
C -0.435 0.132 1.827  0.0051
H -0.784 -0.683 2.476  0.0003
C -3.685 -1.795 1.386  0.0007
C -3.966 -0.844 -1.259  0.0011
C -3.737 0.994 0.999  0.0050
C 1.575 -2.016 -2.106  -0.0025
C -0.671 -3.655 -1.936  0.0003
C -0.835 -1.372 -3.628  0.0027
C -0.437 3.225 -0.092  0.0066
C -1.764 2.241 -2.417  -0.0034
C 1.058 1.832 -2.154  0.0113
H 1.544 0.808 1.000  -0.0005
H -0.752 1.132 2.159  -0.0003
H -3.151 -1.786 2.344  -0.0005
H -3.598 -2.800 0.952  0.0007
H -4.747 -1.574 1.562  -0.0004
H -3.724 -1.841 -1.651  -0.0009
H -3.769 -0.101 -2.039  0.0012
H -5.026 -0.812 -0.973  -0.0001
H -3.308 1.171 1.995  0.0010
H -4.815 0.807 1.098  0.0012
H -3.572 1.893 0.392  -0.0007
H 1.801 -2.623 -2.995  -0.0007
H 1.940 -2.536 -1.204  0.0003
H 2.072 -1.040 -2.179  0.0002
H -0.386 -4.111 -2.897  0.0006
H -1.743 -3.802 -1.769  -0.0014
H -0.107 -4.138 -1.124  -0.0005
H -0.532 -2.152 -4.341  -0.0002
H -0.411 -0.410 -3.939  0.0013
H -1.931 -1.294 -3.629  -0.0005
H -0.332 4.140 -0.689  0.0002
H 0.422 3.160 0.586  -0.0023
H -1.356 3.292 0.501  -0.0006
H -1.416 3.177 -2.875  -0.0008
H -2.741 2.410 -1.952  -0.0010
H -1.868 1.474 -3.193  0.0028
H 1.151 2.837 -2.591  -0.0008
H 1.068 1.090 -2.963  0.0026
H 1.927 1.654 -1.507  -0.0024
C 4.131 4.985 0.209  0.2267
C 5.432 5.016 -0.326  0.0690
C 6.500 5.421 0.472  0.0449
C 6.282 5.803 1.799  0.2263
C 4.987 5.802 2.329  0.0501
C 3.909 5.399 1.539  0.0732
S 2.777 4.461 -0.763  0.2946
H 3.449 3.816 -1.763  -0.0010
H 5.563 4.713 -1.364  -0.0024
H 7.508 5.443 0.069  0.0048
H 7.121 6.105 2.427  0.0005
H 4.810 6.112 3.354  0.0042
H 2.888 5.388 1.920  0.0004
C -0.218 -5.279 3.635  0.0167
N -1.043 -5.031 2.456  0.6023
C -1.916 -6.092 2.002  0.0031
C -0.829 -3.979 1.636  -0.0599
O 0.114 -3.187 1.724  0.3091
H 0.414 -6.169 3.487  0.0435
H -0.871 -5.509 4.490  0.0361
H 0.380 -4.377 3.809  0.0069
H -2.963 -5.738 1.973  0.0378
H -1.626 -6.417 0.983  0.0454
H -1.819 -6.925 2.698  0.0039
H -1.606 -3.881 0.842  -0.0435



Formula: C20H44N4O23S4Sr
Source: the Open Molecules 2025 dataset
Level of theory: wB97M-V/def2-TZVPD

Calculated values
total energy: -4360.8190 Ha
relative energy (zero: lowest compared OMol25 entry of this formula, charge and spin): 14.1949 eV
strongest force on any atom: 0.10179 Eh/bohr
gap between HOMO and LUMO: 3.324 eV

Each line ends with the Mulliken charge.
Element x y z (Å)
Sr -22.699 5.822 -22.383  0.9974
O -25.842 7.786 -20.463  -0.6570
C -26.946 7.076 -19.912  -0.2342
C -26.586 5.830 -19.008  -0.2320
O -25.766 4.810 -19.628  -0.6458
H -27.577 6.691 -20.713  0.1876
H -27.562 7.811 -19.395  0.2086
H -27.505 5.364 -18.655  0.1992
H -26.079 6.071 -18.074  0.1749
C -22.542 4.625 -13.906  -0.6720
N -21.533 4.657 -12.827  0.8194
O -20.394 4.822 -13.271  -0.4960
O -21.955 4.722 -11.671  -0.4865
H -22.325 3.708 -14.452  0.2545
H -22.412 5.510 -14.529  0.2744
H -23.570 4.613 -13.541  0.3063
C -32.894 6.312 -17.624  -0.3552
C -32.545 7.580 -16.743  -0.2731
O -32.369 7.106 -15.449  -0.2954
S -32.943 5.565 -15.270  1.0494
O -34.048 5.574 -14.297  -0.5177
O -31.741 4.753 -14.902  -0.5280
O -33.469 5.332 -16.824  -0.2762
H -31.947 5.962 -18.036  0.2743
H -33.468 6.515 -18.527  0.3450
H -33.453 8.175 -16.837  0.2653
H -31.668 8.129 -17.087  0.3105
C -25.963 9.999 -13.817  -0.2098
C -25.099 10.718 -14.805  -0.4026
O -23.843 10.886 -14.149  -0.2904
S -24.160 11.292 -12.609  1.0778
O -24.281 12.761 -12.462  -0.5354
O -23.243 10.574 -11.683  -0.5243
O -25.691 10.621 -12.544  -0.3056
H -25.801 8.921 -13.814  0.3028
H -26.987 10.254 -14.090  0.2685
H -25.442 11.738 -14.979  0.3073
H -24.920 10.143 -15.713  0.3114
C -28.952 0.370 -23.283  -0.3119
C -28.876 1.943 -23.424  -0.2929
O -29.559 2.324 -24.619  -0.2830
S -30.057 1.032 -25.487  1.1016
O -28.992 0.627 -26.322  -0.5017
O -31.449 1.170 -26.037  -0.5274
O -30.135 0.142 -24.072  -0.3480
H -29.043 -0.027 -22.272  0.3174
H -28.143 -0.134 -23.813  0.2589
H -27.832 2.253 -23.373  0.2838
H -29.324 2.376 -22.530  0.3026
C -25.369 13.681 -22.533  -0.2607
C -26.448 13.795 -21.432  -0.2027
O -27.025 15.081 -21.660  -0.3789
S -25.984 16.184 -22.464  1.0744
O -24.961 16.618 -21.484  -0.5164
O -26.782 17.159 -23.118  -0.4707
O -25.430 14.862 -23.381  -0.3389
H -25.463 12.759 -23.108  0.3124
H -24.403 13.669 -22.027  0.2596
H -25.983 13.877 -20.450  0.2522
H -27.229 13.044 -21.553  0.2700
C -18.883 1.348 -20.497  0.2135
O -19.445 2.427 -20.656  -0.6441
N -19.025 0.688 -19.352  0.0903
C -18.399 -0.621 -19.117  -0.9321
C -19.950 1.120 -18.297  -0.9060
H -18.188 0.799 -21.153  0.2765
H -17.814 -1.145 -19.872  0.3110
H -19.058 -1.396 -18.726  0.3196
H -17.624 -0.587 -18.351  0.3599
H -20.446 2.090 -18.316  0.2909
H -20.792 0.456 -18.103  0.2825
H -19.306 1.080 -17.418  0.3380
C -25.090 7.499 -27.772  0.1453
O -24.608 7.271 -26.630  -0.6359
N -26.206 8.162 -28.033  0.0535
C -26.797 8.162 -29.340  -0.7438
C -27.112 8.427 -26.879  -0.9003
H -24.622 7.126 -28.697  0.2640
H -26.057 8.017 -30.128  0.2928
H -27.370 9.088 -29.395  0.2396
H -27.435 7.287 -29.461  0.3435
H -27.687 9.315 -27.141  0.3267
H -27.690 7.521 -26.697  0.3176
H -26.594 8.638 -25.944  0.2992
C -25.848 -1.683 -18.055  0.1817
O -26.394 -1.992 -16.980  -0.6079
N -25.340 -2.550 -18.964  0.0914
C -25.396 -3.999 -18.673  -1.0151
C -24.364 -2.181 -19.960  -0.9237
H -25.695 -0.618 -18.287  0.3274
H -25.796 -4.623 -19.473  0.3118
H -25.785 -4.280 -17.694  0.3454
H -24.384 -4.386 -18.557  0.3500
H -24.722 -2.385 -20.969  0.2784
H -24.062 -1.135 -19.916  0.3527
H -23.453 -2.751 -19.775  0.3085



> Which value of strongest force on any atom does entry 3 give?

0.01205 Eh/bohr



> strongest force on any atom of number 1 (C20H44BClO7Si)?

0.01691 Eh/bohr